No. 1
Formula: C24H25BrN3O5PS
Source: the OMol25 dataset
Level of theory: ωB97M-V/def2-TZVPD

```
! wB97M-V def2-TZVPD RIJCOSX def2/J DEFGRID3
* xyz 0 1
C -5.584 -6.536 -1.492
C -5.494 -5.647 -2.293
C -5.289 -4.595 -3.286
C -3.796 -4.202 -3.322
C -3.555 -2.777 -3.891
C -2.561 -2.046 -3.030
C -2.942 -1.046 -2.197
C -2.014 -0.364 -1.330
C -2.572 0.683 -0.432
C -2.502 0.567 0.957
C -3.080 1.589 1.693
C -3.654 2.660 1.032
N -3.740 2.801 -0.292
C -3.206 1.788 -0.978
C -0.687 -0.692 -1.354
P 0.472 0.231 -0.267
O 1.109 -0.957 0.699
Br 2.182 0.735 -1.636
C -0.242 -1.742 -2.221
N 1.003 -2.195 -2.368
S 0.926 -3.383 -3.453
N -0.645 -3.391 -3.785
C -1.186 -2.421 -3.045
H -5.449 -7.315 -0.781
H -5.583 -4.958 -4.273
H -5.905 -3.729 -3.039
H -3.449 -4.209 -2.287
H -3.215 -4.948 -3.859
H -4.500 -2.233 -3.847
H -3.216 -2.815 -4.925
H -3.982 -0.745 -2.174
H -2.024 -0.292 1.409
H -3.088 1.560 2.774
H -4.076 3.464 1.627
H -3.277 1.850 -2.062
H 2.014 -1.123 0.394
O 2.705 6.969 1.233
C 3.186 5.898 0.996
O 2.736 4.753 1.555
C 3.576 3.641 1.167
C 4.249 4.090 -0.118
C 4.370 5.598 0.091
H 4.289 3.456 1.964
H 2.963 2.757 1.029
H 5.197 3.588 -0.300
H 3.594 3.890 -0.968
H 5.286 5.868 0.618
H 4.294 6.163 -0.834
O 4.669 1.198 2.065
C 4.400 0.616 3.077
O 5.338 0.265 3.986
C 4.741 -0.505 5.044
C 3.263 -0.139 5.018
C 3.034 0.140 3.533
H 4.911 -1.564 4.837
H 5.226 -0.249 5.982
H 2.621 -0.915 5.430
H 3.099 0.774 5.592
H 2.776 -0.763 2.980
H 2.283 0.906 3.357
*
```

Results
* E_HOMO: -8.92 eV
* HOMO-LUMO gap: 7.870 eV
* LUMO energy: -1.05 eV



No. 2
Formula: C36H63AsBN8PSSi2Ti
Source: the OMol25 dataset
Level of theory: ωB97M-V/def2-TZVPD

```
! wB97M-V def2-TZVPD RIJCOSX def2/J DEFGRID3
* xyz 3 2
Ti -0.494 0.416 0.045
C -0.615 0.340 4.259
C -1.118 -0.048 3.040
N -0.365 0.475 2.043
N 0.624 1.196 2.631
C 0.485 1.142 3.951
B 1.687 1.998 1.803
N 0.933 2.898 0.748
C 1.251 4.117 0.307
C 0.485 4.420 -0.812
C -0.283 3.295 -1.021
N -0.010 2.370 -0.087
N 2.470 0.942 1.002
C 3.786 0.811 0.786
C 3.971 -0.045 -0.284
C 2.690 -0.379 -0.693
N 1.770 0.215 0.081
N 2.506 2.796 2.754
C 2.317 4.043 3.286
C 3.238 4.217 4.278
C 3.959 3.002 4.309
N 3.513 2.150 3.408
H -0.988 0.092 5.238
H -1.985 -0.644 2.808
H 1.178 1.662 4.594
H 2.007 4.703 0.802
H 0.496 5.334 -1.381
H -1.028 3.099 -1.774
H 4.489 1.322 1.421
H 4.907 -0.367 -0.706
H 2.381 -1.004 -1.511
H 1.528 4.698 2.955
H 3.373 5.085 4.898
H 4.778 2.723 4.952
C 1.187 1.067 -5.157
As -0.473 0.580 -4.336
C -1.647 2.098 -4.385
C -1.271 -0.829 -5.363
S -0.072 -0.071 -2.332
H 0.976 1.416 -6.168
H 1.838 0.197 -5.193
H 1.653 1.860 -4.576
H -1.826 2.362 -5.428
H -1.172 2.935 -3.878
H -2.590 1.842 -3.906
H -1.430 -0.453 -6.374
H -2.223 -1.115 -4.923
H -0.597 -1.682 -5.391
C -4.201 -1.902 0.842
Si -3.628 -0.871 -0.605
C -5.104 -0.226 -1.544
C -2.745 -2.042 -1.779
C -2.420 0.565 -0.072
Si -3.369 1.832 1.138
C -4.783 2.549 0.148
C -2.324 3.287 1.676
C -4.043 1.054 2.705
H -4.750 -2.752 0.426
H -4.902 -1.373 1.486
H -3.401 -2.303 1.467
H -5.494 -1.059 -2.135
H -4.861 0.584 -2.234
H -5.913 0.115 -0.901
H -3.392 -2.908 -1.940
H -1.779 -2.397 -1.409
H -2.562 -1.571 -2.745
H -2.308 1.153 -1.012
H -4.546 2.734 -0.901
H -5.031 3.513 0.601
H -5.684 1.939 0.188
H -2.060 3.959 0.859
H -1.419 3.027 2.227
H -2.965 3.854 2.360
H -4.108 -0.029 2.742
H -5.063 1.432 2.822
H -3.476 1.392 3.574
C -0.478 -5.042 -2.445
C -0.368 -5.285 -0.931
C 0.468 -6.560 -0.692
C -1.765 -5.451 -0.326
P 0.543 -3.869 -0.111
C 2.169 -3.777 -0.835
C 2.273 -3.490 -2.208
C 3.504 -3.507 -2.833
C 4.653 -3.791 -2.099
C 4.566 -4.047 -0.735
C 3.337 -4.030 -0.100
C 0.581 -3.852 1.749
C -0.845 -3.489 2.209
C 1.529 -2.719 2.209
C 0.981 -5.196 2.373
H -1.241 -5.720 -2.829
H 0.453 -5.277 -2.958
H -0.786 -4.026 -2.698
H 0.052 -7.331 -1.345
H 0.395 -6.924 0.330
H 1.516 -6.434 -0.962
H -2.279 -6.235 -0.884
H -2.366 -4.544 -0.397
H -1.726 -5.778 0.711
H 1.389 -3.230 -2.774
H 3.576 -3.308 -3.894
H 5.617 -3.812 -2.590
H 5.458 -4.272 -0.166
H 3.295 -4.256 0.953
H -1.246 -2.638 1.650
H -0.811 -3.212 3.263
H -1.546 -4.312 2.106
H 1.623 -1.903 1.489
H 2.532 -3.083 2.416
H 1.143 -2.301 3.140
H 0.190 -5.938 2.279
H 1.141 -5.024 3.440
H 1.900 -5.611 1.962
*
```

Results
* E_HOMO (spin up / spin down): -15.68 / -15.68 eV
* HOMO-LUMO gap (spin up / spin down): 6.468 / 5.473 eV
* LUMO energy (spin up / spin down): -9.22 / -10.21 eV



No. 3
Formula: C16H25NO3
Source: the OMol25 dataset
Level of theory: ωB97M-V/def2-TZVPD

```
! wB97M-V def2-TZVPD RIJCOSX def2/J DEFGRID3
* xyz 0 1
C 3.243 0.628 -4.539
C 2.540 1.125 -3.311
C 1.760 2.267 -3.337
C 1.127 2.705 -2.184
C 1.252 2.021 -0.989
C 0.564 2.479 0.259
C 2.043 0.861 -0.960
O 2.138 0.253 0.263
C 2.736 -1.018 0.372
C 1.872 -2.152 -0.209
O 0.834 -2.563 0.643
C -0.176 -1.591 0.827
C -1.325 -2.250 1.606
N -2.418 -1.384 1.985
C -3.150 -0.802 0.876
C -4.427 -0.165 1.428
O -4.132 0.822 2.388
C -3.385 0.275 3.449
C -2.082 -0.350 2.946
C 2.675 0.426 -2.115
H 2.998 1.242 -5.401
H 2.959 -0.402 -4.753
H 4.323 0.652 -4.394
H 1.643 2.821 -4.256
H 0.520 3.598 -2.216
H 0.105 3.453 0.112
H -0.212 1.768 0.545
H 1.274 2.536 1.082
H 3.728 -1.029 -0.094
H 2.855 -1.181 1.447
H 2.494 -3.039 -0.352
H 1.462 -1.835 -1.180
H 0.217 -0.735 1.389
H -0.528 -1.233 -0.153
H -1.733 -3.065 1.002
H -0.907 -2.686 2.518
H -3.408 -1.590 0.166
H -2.567 -0.025 0.352
H -4.987 0.335 0.636
H -5.051 -0.951 1.881
H -3.182 1.098 4.136
H -3.977 -0.497 3.962
H -1.542 -0.801 3.781
H -1.459 0.447 2.505
H 3.287 -0.464 -2.109
*
```

Results
* E_HOMO: -8.30 eV
* HOMO-LUMO gap: 9.134 eV
* LUMO energy: 0.83 eV



| no. | DFT total energy (eV) | F_max (eV/A) |
| --- | --- | --- |
| 1 | -130167.612 | 1.10 |
| 2 | -170765.511 | 1.74 |
| 3 | -24629.200 | 0.65 |